No. 1
ORCA calculation (ωB97M-V/def2-TZVPD) on a gas-phase ion, C5H10N4S (charge +2) at a distorted geometry.

```
20
Properties=species:S:1:pos:R:3:forces:R:3:lowdin_charge:R:1
C 0.2456 -0.3224 0.3279 -0.129 -1.540 -2.061 -0.182
C -1.0260 0.3286 0.3562 0.159 -0.591 -1.236 -0.294
C -3.3316 -0.0507 -0.5106 -1.207 0.434 0.053 -0.594
C 1.1247 1.6631 -0.8931 2.427 4.365 -2.459 -0.029
C 2.2935 -1.6512 0.1475 2.323 0.965 0.237 -0.002
N 0.2505 0.7576 -0.3767 -2.046 -1.833 3.073 0.092
N -2.0624 -0.1520 -0.7113 0.334 -0.163 0.904 0.138
N -1.5401 0.8113 1.4953 -2.955 3.695 -2.837 0.195
N 0.8403 -1.4602 0.4037 2.778 0.771 0.116 0.130
S -4.8286 0.1500 -0.3203 1.619 -0.305 -0.156 1.154
H 0.6090 2.3211 -1.6817 0.763 -0.867 1.321 0.146
H 1.7586 2.3320 -0.1988 -1.609 -0.964 -0.454 0.151
H 1.8840 1.1063 -1.4200 0.254 -0.241 -0.441 0.099
H 2.4973 -1.9822 -0.8789 -0.333 0.628 0.023 0.103
H 2.7455 -2.4696 0.7253 -0.875 0.147 0.317 0.103
H 2.9781 -0.7432 0.4639 -1.829 -1.499 -0.891 0.150
H -1.7575 -0.8267 -1.4351 -0.056 0.624 0.335 0.200
H -1.9157 1.7972 1.3360 0.510 -1.765 1.025 0.182
H -1.1806 0.6304 2.3698 1.108 -0.564 2.057 0.106
H 0.4155 -2.2394 0.8011 -1.236 -1.297 1.077 0.151
```
Forces are in eV/Å.

Computed properties:
LUMO level (eV): -9.228
Calculated total energy (eV): -22122.114
HOMO-LUMO gap (eV): 8.9
Strongest force on any atom (eV/Å): 5.57
Charge: +2
E_HOMO (eV): -18.1
ΔE to the lowest compared entry with this formula, charge and spin (kJ/mol): 304.7

No. 2
ORCA calculation (ωB97M-V/def2-TZVPD) on 2 unconnected molecules or ions with the total composition C6H11NO.

```
19
Properties=species:S:1:pos:R:3:forces:R:3:lowdin_spin:R:1
C -1.8983 0.2056 -1.4852 0.343 -0.185 0.031 0.081
C -2.0908 0.4674 -2.8100 -0.346 0.108 -0.122 0.158
C -0.6492 -1.7567 -1.6104 0.450 0.445 0.135 0.431
N -1.0388 -0.6741 -0.9049 -0.771 -0.530 0.276 0.184
H -2.5312 0.7270 -0.7636 0.197 0.280 -0.053 0.001
H -1.5198 0.0162 -3.6116 0.074 -0.061 0.116 0.025
H -2.8511 1.1849 -3.0936 0.001 0.034 -0.041 0.017
H -0.0015 -2.4745 -1.1173 0.008 0.019 -0.120 0.046
H -0.9726 -1.9242 -2.6340 -0.042 -0.115 0.015 0.054
C 0.6620 0.7055 1.3286 0.023 -0.128 0.153 0.000
O -0.5160 0.0642 1.7687 0.045 0.056 0.169 0.000
C 1.6908 0.6729 2.4213 -0.365 -0.187 -0.288 0.000
C 2.9089 0.1778 2.2693 0.174 0.078 0.151 0.000
H 0.4584 1.7585 1.0820 -0.017 -0.001 -0.064 0.000
H 1.0483 0.2225 0.4282 -0.015 0.035 -0.057 0.001
H -0.8946 -0.3562 0.9593 0.056 -0.007 -0.451 0.001
H 1.3302 1.0534 3.3718 0.244 0.122 0.109 0.000
H 3.6478 0.2218 3.0601 -0.022 -0.110 0.093 0.000
H 3.2174 -0.2920 1.3413 -0.037 0.146 -0.053 0.001
```
Forces are in eV/Å.

Computed properties:
2S+1: 2
LUMO level (spin up / spin down) (eV): 3.706 / 3.697
Calculated total energy (eV): -9935.602
HOMO-LUMO gap (spin up / spin down) (eV): 4.4 / 7.2
Strongest force on any atom (eV/Å): 0.98
Charge: -1
E_HOMO (spin up / spin down) (eV): -0.7 / -3.5
ΔE to the lowest compared entry with this formula, charge and spin (kJ/mol): 124.8

No. 3
ORCA calculation (ωB97M-V/def2-TZVPD) on C18H19BrINO3S2 in the gas phase.

```
45
Properties=species:S:1:pos:R:3:forces:R:3:lowdin_charge:R:1
O -0.9320 4.6031 0.2615 0.105 -0.049 0.038 -0.274
S -1.6299 4.7813 -0.9731 -0.237 0.064 0.067 0.594
O -2.9639 5.2970 -0.9422 -0.022 0.033 0.003 -0.280
O -0.7411 5.7116 -1.9184 -0.002 0.006 -0.079 -0.161
C -1.5816 3.3100 -1.9590 0.112 -0.610 0.469 -0.217
C -1.4194 2.0514 -1.0914 -0.043 0.488 -0.083 -0.194
C -0.9246 0.9338 -1.9885 -0.414 0.125 0.089 -0.172
N -1.0804 -0.3950 -1.3719 0.384 0.022 -0.017 -0.049
C -0.5992 -0.4703 -0.0252 -0.018 -0.032 0.535 -0.258
C -1.5003 -0.4341 1.0342 0.096 0.074 0.139 0.000
C -1.0583 -0.4690 2.3466 0.250 -0.084 -0.277 -0.022
C 0.3009 -0.5809 2.6503 -0.049 -0.080 -0.246 -0.204
C 0.7075 -0.6248 4.1032 0.093 0.278 -0.215 -0.200
C 2.1968 -0.7542 4.3992 -0.519 -0.327 -0.046 -0.306
C 2.8393 -2.1022 4.1108 0.119 0.129 0.022 -0.637
I 1.7902 -3.7690 4.9547 0.078 0.027 0.003 0.775
C 1.1988 -0.6569 1.5919 -0.189 0.147 -0.040 -0.043
C 0.7522 -0.5945 0.2751 -0.123 -0.010 -0.372 -0.416
S 1.9095 -0.7105 -1.0669 -0.001 -0.167 0.035 1.010
C 0.8944 -1.6415 -2.1880 0.053 0.231 0.242 -0.470
C 1.4371 -2.5965 -3.0463 -0.190 0.016 -0.060 -0.685
Br 3.3049 -2.9062 -3.0923 -0.069 0.026 0.018 0.749
C 0.6214 -3.3305 -3.8963 -0.299 0.033 -0.017 -0.131
C -0.7504 -3.1235 -3.8798 -0.014 0.477 0.493 -0.070
C -1.2962 -2.1722 -3.0237 0.121 0.083 -0.035 -0.006
C -0.4889 -1.4059 -2.1925 0.106 -0.556 -0.406 -0.243
H -0.7161 6.5924 -1.5186 0.047 0.156 -0.027 0.098
H -2.5236 3.2637 -2.4904 -0.049 0.209 -0.289 0.112
H -0.7444 3.3842 -2.6433 0.082 0.208 -0.165 0.109
H -2.3732 1.8036 -0.6348 -0.133 -0.136 0.047 0.125
H -0.7259 2.2720 -0.2853 0.135 -0.149 0.073 0.110
H -1.5240 0.9400 -2.8981 -0.042 -0.176 -0.152 0.131
H 0.1022 1.1598 -2.2821 0.243 -0.123 0.010 0.116
H -2.5536 -0.3552 0.8166 -0.144 -0.014 -0.068 0.117
H -1.7660 -0.4206 3.1585 -0.187 0.003 0.098 0.116
H 0.3613 0.3035 4.5559 -0.037 0.133 0.094 0.122
H 0.1428 -1.4137 4.5911 -0.014 -0.190 0.130 0.062
H 2.3435 -0.5325 5.4509 0.088 0.116 0.177 0.105
H 2.7124 0.0084 3.8186 0.308 0.103 0.008 0.113
H 2.9439 -2.3269 3.0593 -0.170 -0.075 -0.192 0.024
H 3.8295 -2.1320 4.5457 0.127 -0.109 0.117 0.036
H 2.2586 -0.7483 1.7566 0.183 -0.053 0.083 0.094
H 1.0293 -4.0699 -4.5640 0.251 -0.066 -0.028 0.099
H -1.4225 -3.6827 -4.5083 0.088 -0.196 -0.192 0.104
H -2.3610 -1.9960 -3.0005 -0.107 0.012 0.019 0.116
```
Forces are in eV/Å.

Computed properties:
LUMO level (eV): 0.460
Calculated total energy (eV): -126420.684
HOMO-LUMO gap (eV): 8.8
Structure (SMILES): O=S(=O)(O)CCCN1c2ccc(CCCI)cc2Sc2c(Br)cccc21
Strongest force on any atom (eV/Å): 0.78
E_HOMO (eV): -8.4

No. 4
ORCA calculation (ωB97M-V/def2-TZVPD) on a gas-phase ion, C2H4ClN2 (charge +1) at a distorted geometry.

```
9
Properties=species:S:1:pos:R:3:forces:R:3:lowdin_charge:R:1
N -1.5422 -1.0679 0.8457 -0.471 -0.155 -2.800 0.245
N -1.2027 -0.7447 -0.1801 -2.120 -1.478 3.537 -0.040
C -0.2652 -0.0680 -0.8816 2.365 1.187 -0.718 -0.062
C 0.8223 0.4291 0.5331 -2.588 1.701 -1.882 -0.438
Cl 0.3718 -0.3416 1.9961 1.166 -0.045 -0.073 0.817
H -0.7681 0.7765 -1.4717 1.032 -1.031 0.981 0.171
H 0.3195 -0.7762 -1.5400 -0.770 0.818 0.603 0.156
H 0.4921 1.4820 0.6469 0.742 -0.581 -0.222 0.079
H 1.7725 0.3108 0.0517 0.643 -0.417 0.574 0.074
```
Forces are in eV/Å.

Computed properties:
LUMO level (eV): -5.800
Calculated total energy (eV): -17631.229
HOMO-LUMO gap (eV): 10.8
Structure (SMILES): N#[N+]CCCl
Strongest force on any atom (eV/Å): 4.38
Charge: +1
E_HOMO (eV): -16.6
ΔE to the lowest compared entry with this formula, charge and spin (kJ/mol): 179.1

No. 5
ORCA calculation (ωB97M-V/def2-TZVPD) on 9 unconnected molecules or ions with the total composition C25H71O36P7S2 at a distorted geometry.

```
141
Properties=species:S:1:pos:R:3:forces:R:3:lowdin_charge:R:1
C 1.2891 0.6213 2.3981 0.231 -0.895 0.274 -0.077
O 1.1292 1.1463 1.0803 -0.349 -0.420 -0.982 -0.233
P 0.3757 0.3377 -0.1125 -0.374 1.200 0.067 0.427
O 0.1120 -1.0812 0.1246 0.488 -0.018 0.154 -0.198
O -0.9346 1.2405 -0.3135 -0.001 -0.598 -0.008 -0.226
C -1.9047 1.2094 0.7462 0.441 1.571 0.499 -0.083
O 1.1442 0.6667 -1.4557 -0.157 -0.760 0.364 -0.216
C 1.1674 1.9435 -2.0944 0.401 0.750 0.836 -0.074
H 1.7518 -0.3677 2.3762 -0.090 -0.015 -0.052 0.075
H 0.3370 0.5259 2.9216 -0.013 0.131 -0.030 0.072
H 1.9638 1.2550 2.9702 -0.131 0.280 -0.199 0.091
H -2.0214 2.2488 1.0768 -0.109 0.060 -0.209 0.090
H -1.5078 0.7366 1.6433 -0.388 -0.719 -0.221 0.073
H -2.8790 0.8818 0.4030 0.204 -0.584 0.013 0.083
H 0.9578 1.8796 -3.1604 -0.330 -0.313 0.123 0.084
H 2.1703 2.3689 -1.9939 0.001 -0.122 0.005 0.083
H 0.4693 2.5775 -1.5490 -0.088 0.283 -0.536 0.078
C -0.2755 -3.0952 7.6985 0.243 -0.448 -0.301 -0.088
O -0.9486 -2.0294 7.0276 0.031 0.810 -0.612 -0.239
P -0.3963 -1.5218 5.5982 1.245 -0.622 0.209 0.368
O 1.0463 -1.2564 5.5151 -0.812 -0.097 0.239 -0.218
O -1.3117 -0.2713 5.2759 -0.770 -0.333 -0.022 -0.224
C -1.4434 0.7872 6.2342 0.204 -0.817 0.866 -0.087
O -0.8344 -2.6796 4.5980 -0.370 1.294 0.144 -0.187
C -2.1857 -3.1296 4.5997 -0.942 -1.042 -0.493 -0.100
H 0.6871 -3.3396 7.2451 0.052 0.322 -0.033 0.091
H -0.8865 -3.9939 7.6055 -0.120 0.067 0.298 0.088
H -0.1186 -2.8030 8.7326 -0.117 -0.088 0.042 0.089
H -1.1228 1.7058 5.7565 -0.043 0.132 0.192 0.093
H -0.8679 0.5265 7.1275 0.477 0.461 -0.250 0.086
H -2.4504 0.8216 6.6560 -0.252 0.134 -0.694 0.086
H -2.6689 -3.0337 3.6244 0.653 -0.084 -0.284 0.059
H -2.9416 -2.6339 5.2118 0.808 0.366 0.661 0.073
H -2.1287 -4.1837 4.8732 -0.286 0.002 -0.015 0.096
C 3.4837 -0.8113 -2.9750 -1.175 0.254 0.928 -0.071
O 4.4890 -0.7270 -1.9543 1.041 0.192 0.057 -0.209
P 4.9686 0.6877 -1.4313 -0.741 -0.128 0.115 0.372
O 5.0806 1.7814 -2.4005 0.331 -0.100 0.094 -0.214
O 6.2793 0.2755 -0.6224 -0.098 -0.229 -0.521 -0.207
C 7.1712 1.2826 -0.1649 0.000 0.908 0.941 -0.098
O 3.8377 0.9923 -0.3363 0.498 -0.508 0.408 -0.233
C 3.8468 2.2084 0.4189 -0.554 0.366 -0.723 -0.081
H 3.0148 0.1709 -3.0544 0.132 -0.128 -0.600 0.061
H 2.7097 -1.4549 -2.5495 0.078 -0.112 -0.277 0.098
H 3.8289 -1.2163 -3.9217 0.407 0.215 0.114 0.087
H 7.3205 1.1746 0.9132 -0.145 -0.295 -0.063 0.091
H 6.7336 2.2722 -0.2951 0.169 0.047 -0.265 0.072
H 8.1651 1.2743 -0.6086 -0.253 -0.393 -0.497 0.093
H 2.9045 2.7017 0.1835 0.083 0.213 0.070 0.069
H 4.6610 2.8495 0.0902 0.060 0.122 0.209 0.079
H 3.8430 2.0398 1.4939 0.343 -0.362 -0.052 0.089
C 0.9800 -0.1760 -5.5110 0.028 1.139 0.904 -0.095
O 1.4391 -1.5222 -5.4956 -0.145 -0.361 -0.242 -0.226
P 1.2895 -2.4062 -6.8097 -0.667 -0.568 -0.522 0.379
O 2.1005 -2.0221 -7.9598 0.060 0.078 0.290 -0.217
O 1.5177 -3.8915 -6.2292 -0.286 1.364 -0.140 -0.224
C 2.6410 -4.2044 -5.4204 0.690 -0.897 0.265 -0.100
O -0.2751 -2.3721 -7.1761 0.692 -0.541 0.348 -0.211
C -1.2218 -2.9796 -6.2748 0.659 -0.441 0.295 -0.078
H 0.3479 -0.0353 -4.6290 -0.028 -0.147 -0.081 0.087
H 0.4088 0.1700 -6.3725 0.109 -0.565 -0.266 0.096
H 1.8353 0.4925 -5.3849 0.046 -0.118 -0.180 0.091
H 3.3028 -3.3961 -5.1056 -0.413 0.435 -0.363 0.076
H 3.2537 -4.9129 -5.9797 -0.003 -0.002 0.055 0.091
H 2.3006 -4.6931 -4.5068 -0.172 0.006 -0.085 0.091
H -0.7323 -3.7679 -5.6988 0.049 0.151 0.094 0.077
H -1.9745 -3.5064 -6.8545 -0.269 0.543 -0.132 0.090
H -1.5891 -2.2275 -5.5801 -0.386 -0.015 -0.174 0.087
C -6.9023 0.1811 1.9423 1.357 0.113 -0.049 -0.044
O -6.3913 -0.2637 3.2236 -0.083 -0.135 0.198 -0.251
P -4.8823 -0.7600 3.3536 -0.063 0.576 -0.438 0.387
O -4.5306 -1.8734 2.4665 0.215 0.411 0.265 -0.203
O -4.0009 0.5713 3.1351 -0.497 -1.148 0.234 -0.215
C -4.2970 1.7119 3.9475 0.610 0.660 -0.441 -0.082
O -4.7590 -1.0117 4.9130 -0.560 -0.153 -0.268 -0.229
C -5.9072 -1.5082 5.6443 0.394 0.412 0.714 -0.061
H -6.1919 -0.1063 1.1639 -0.292 -0.281 -0.160 0.068
H -6.8798 1.2698 1.9584 -0.546 0.022 0.033 0.090
H -7.8743 -0.2606 1.7675 -0.100 0.115 0.088 0.094
H -5.3333 1.7736 4.2735 -0.036 -0.198 -0.054 0.091
H -4.0613 2.5586 3.3016 -0.232 0.128 0.105 0.093
H -3.6180 1.7776 4.7960 -0.107 -0.318 0.099 0.068
H -6.2578 -0.6723 6.2491 -0.208 -0.057 -0.054 0.092
H -5.5527 -2.2760 6.3282 0.023 -0.138 -0.168 0.089
H -6.7161 -1.8726 5.0212 0.145 -0.058 -0.198 0.088
C -3.8970 1.3802 -5.5490 0.266 0.429 0.500 -0.075
O -2.6357 1.8146 -6.0734 0.925 0.574 -0.234 -0.232
P -2.2834 3.3683 -6.2142 -0.316 0.005 0.693 0.386
O -2.9109 4.0870 -7.3223 -0.045 -0.133 0.515 -0.221
O -2.6833 3.9690 -4.7623 0.095 0.177 -1.028 -0.227
C -2.0587 3.5489 -3.5543 -0.005 -0.593 0.060 -0.099
O -0.6896 3.3519 -6.2547 -0.399 -0.914 0.443 -0.215
C 0.0481 4.4789 -5.8087 -0.906 1.877 -0.380 -0.100
H -4.1025 0.4372 -6.0453 -0.377 0.136 0.001 0.093
H -4.6518 2.1588 -5.6690 -0.175 -0.305 -0.428 0.092
H -3.8021 1.2277 -4.4699 0.107 -0.222 -0.101 0.080
H -1.3955 4.3263 -3.1788 -0.101 0.049 0.030 0.070
H -1.4884 2.6253 -3.6879 0.058 0.057 -0.105 0.083
H -2.8495 3.3190 -2.8406 0.044 0.204 0.094 0.094
H -0.5687 5.3908 -5.8061 -0.285 -0.210 -0.275 0.096
H 0.7950 4.7124 -6.5628 0.509 -0.442 0.436 0.098
H 0.3420 4.4598 -4.7635 0.672 -0.808 -0.128 0.057
C 4.8196 -1.8019 1.3361 0.888 -0.569 -0.728 -0.084
O 4.8122 -3.1957 1.7353 -0.749 -0.097 0.918 -0.221
P 3.8050 -3.6587 2.8988 0.060 0.178 0.592 0.375
O 3.4730 -2.5789 3.8376 0.090 -0.005 -0.395 -0.228
O 2.5662 -4.3422 2.1775 0.516 0.011 0.141 -0.205
C 1.7913 -3.4704 1.3259 -0.067 0.012 0.340 -0.082
O 4.5155 -4.9193 3.5846 -0.254 0.652 -1.323 -0.201
C 5.8057 -4.6659 4.1256 0.414 -0.365 1.673 -0.118
H 5.7920 -1.3876 1.5999 -0.024 0.023 0.060 0.088
H 4.0453 -1.1623 1.7497 -0.257 -0.391 0.118 0.075
H 4.7733 -1.8984 0.2538 -0.172 0.629 -0.015 0.074
H 1.0527 -4.1126 0.8576 0.074 0.095 -0.242 0.088
H 2.4407 -2.9745 0.6057 -0.122 -0.162 -0.241 0.078
H 1.2761 -2.7022 1.9009 0.026 -0.087 0.154 0.069
H 5.6988 -4.5986 5.2151 -0.072 0.000 -0.104 0.090
H 6.3062 -3.7397 3.8452 -0.299 -0.049 -0.601 0.085
H 6.4469 -5.5288 3.9503 -0.061 0.098 -0.389 0.088
O 3.0322 5.6981 -1.3338 -0.682 -0.103 0.357 -0.208
S 1.6159 5.8608 -1.3814 -1.559 0.409 0.424 0.658
O 0.8583 5.3632 -2.4978 0.838 0.716 1.090 -0.234
O 0.8275 5.3657 -0.0440 0.576 -0.626 -0.807 -0.214
C 0.9831 6.3015 1.0352 0.213 -0.859 -0.383 -0.149
C 1.2561 7.6360 0.3439 0.148 0.479 0.672 -0.174
O 1.2412 7.4106 -1.0549 0.461 -0.700 -1.041 -0.186
H 0.0743 6.2689 1.6291 -0.066 0.025 -0.123 0.131
H 1.8239 5.9448 1.6278 0.013 0.281 0.176 0.127
H 2.2228 7.9946 0.6979 0.033 0.266 -0.372 0.130
H 0.4865 8.3769 0.5396 0.021 0.027 0.012 0.133
O -5.1944 -1.1016 -1.0448 0.987 -0.671 -0.480 -0.250
S -3.9595 -1.7456 -1.4261 -0.932 0.150 0.872 0.616
O -3.3004 -1.3028 -2.6097 -0.097 -0.395 0.252 -0.232
O -3.0172 -1.7202 -0.1572 -0.243 0.433 -0.907 -0.228
C -2.5647 -3.0313 0.2187 -0.562 0.655 0.340 -0.141
C -3.6718 -3.9713 -0.2816 1.177 -0.464 1.086 -0.164
O -4.1379 -3.3636 -1.4801 -0.014 0.493 -0.278 -0.176
H -1.6030 -3.1998 -0.2608 0.043 -0.125 0.095 0.123
H -2.5023 -2.9113 1.2967 0.206 -0.645 0.040 0.110
H -4.4549 -4.2026 0.4401 -0.313 0.792 -0.071 0.128
H -3.1829 -4.9393 -0.4168 -0.211 0.047 -0.963 0.130
```
Forces are in eV/Å.

Computed properties:
LUMO level (eV): -0.112
Calculated total energy (eV): -187492.096
HOMO-LUMO gap (eV): 9.9
Structure (SMILES): COP(=O)(OC)OC.COP(=O)(OC)OC.COP(=O)(OC)OC.COP(=O)(OC)OC.COP(=O)(OC)OC.COP(=O)(OC)OC.COP(=O)(OC)OC.O=S1(=O)OCCO1.O=S1(=O)OCCO1
Strongest force on any atom (eV/Å): 2.12
E_HOMO (eV): -10.0
ΔE to the lowest compared entry with this formula, charge and spin (kJ/mol): 7.0